1.
20
Properties=species:S:1:pos:R:3:mulliken_charge:R:1 method="wB97M-V/def2-TZVPD" lumo_energy_ha=0.01685 multiplicity=1 orbital_gap_ha=0.3640 mol_weight_g_mol=120.15 total_charge=0
O -1.6106 -2.5428 -1.9904 -0.571
O -1.2250 3.0689 1.1776 -0.636
N -0.8729 -0.4564 -1.4686 -0.097
N 2.3702 -0.3061 0.3559 -0.699
C 0.4899 -0.7614 -1.0915 -0.949
C 0.9680 -0.0064 0.1302 0.497
C 0.0619 -0.3324 1.3356 -1.158
C -1.7984 -1.3469 -1.8881 0.006
H -0.3586 3.4432 1.0038 0.318
H -1.1711 0.5048 -1.3841 0.223
H 2.4249 -1.2226 0.7733 0.266
H 0.7778 1.0499 -0.0693 0.258
H 1.1279 -0.5326 -1.9386 0.330
H 0.0504 0.5050 2.0449 0.244
H -2.7427 -0.8881 -2.1594 0.360
H -1.3345 3.0303 2.1372 0.312
H 0.5776 -1.8157 -1.0361 0.363
H 0.4330 -1.1225 2.0006 0.367
H 2.7833 0.3399 0.9993 0.260
H -0.9511 -0.6081 1.0678 0.306

2.
20
Properties=species:S:1:pos:R:3:mulliken_charge:R:1 method="wB97M-V/def2-TZVPD" lumo_energy_ha=0.00146 multiplicity=1 orbital_gap_ha=0.3373 mol_weight_g_mol=121.18 total_charge=0
N 4.2617 0.5448 1.2777 -0.501
C -0.8316 0.4547 -0.8604 -0.548
C -2.3674 0.5973 -1.0987 -1.244
C 1.2309 0.8162 0.4647 -0.435
C 1.9661 -0.2041 -0.0093 0.855
C 3.3171 0.0169 0.5607 -0.073
C -0.1964 0.5376 0.2511 0.611
C -1.2435 0.2507 1.4079 -0.831
C 1.4556 -1.5163 -0.5400 -1.152
H -3.2197 0.7746 -0.3358 0.419
H -2.3566 1.6255 -1.6795 0.259
H -2.5185 -0.4288 -1.4609 0.281
H -0.8875 0.7862 2.3760 0.322
H 1.5251 -2.7129 0.1271 0.257
H -2.4498 0.6970 1.0471 0.183
H 0.3308 -1.5151 -0.5361 0.333
H -1.4423 -0.9786 1.7207 0.189
H 1.5136 1.9520 0.6957 0.288
H -0.3155 0.3526 -1.7812 0.522
H 2.2277 -2.0502 -1.6269 0.265

HOMO values (in eV) by entry order: -9.45 -9.14.
Relative energy (zero: lowest compared OMol25 entry of this formula, charge and spin) values (in kcal/mol) by entry order: 31.46 173.61.
Largest force on an atom values (in hartree/bohr) by entry order: 0.0302 0.2224.